No. 1
ORCA calculation (ωB97M-V with the def2-TZVPD basis set) on a structure of composition C30H59ClP2PtSi2.

Properties
- Total energy: -3019.456281 Ha
- Multiplicity: 5
- Orbital gap (spin up / spin down): 6.88 / 2.80 eV
- Maximum force: 3.89 eV Å⁻¹
- LUMO level (spin up / spin down): 0.410 / -3.248 eV
- HOMO energy (spin up / spin down): -6.473 / -6.050 eV

Atoms and positions in Å:
C (-1.29, 3.47, 1.15)
H (2.85, 1.45, 3.84)
H (0.51, 4.35, 1.98)
H (2.07, -0.81, 5.68)
H (-3.66, 3.04, -2.27)
H (-0.17, 1.02, -4.37)
C (1.93, 1.50, 4.43)
H (-0.61, 2.12, 2.69)
H (-1.37, -5.57, -1.96)
H (1.30, 3.72, -0.16)
C (-1.12, -5.05, -1.03)
H (-3.11, 0.83, -2.52)
H (-3.45, 2.62, -0.53)
H (-1.39, -3.19, -2.11)
H (0.41, -3.92, 2.64)
Si (1.92, 2.62, -2.27)
H (1.45, 2.43, 4.13)
C (0.52, 0.41, -3.79)
C (3.76, 2.71, -1.94)
H (2.05, -4.27, -3.84)
H (-1.02, -4.94, 2.85)
C (1.06, 0.27, 4.21)
H (1.97, 3.62, -4.48)
H (4.11, 3.75, -2.05)
H (-0.10, -5.03, 1.35)
H (1.66, -5.31, -2.45)
H (-3.54, 4.37, -1.07)
H (-0.91, -0.47, 4.81)
H (2.75, -1.06, 4.04)
H (-2.44, -1.51, 2.45)
H (-0.04, 4.95, -1.66)
H (2.15, 1.50, 5.49)
H (4.12, -3.97, -1.37)
C (-1.37, -3.23, 1.61)
C (0.83, 0.15, 2.83)
C (1.84, -0.96, 4.63)
C (-3.17, 3.35, -1.32)
H (0.03, 0.44, 6.05)
H (1.29, -1.89, 4.48)
H (-0.84, 1.24, 4.69)
C (1.39, 3.85, -3.56)
C (1.56, -1.37, -2.76)
H (-3.65, -3.25, -1.88)
H (-2.33, 1.94, 2.32)
Si (1.93, -2.93, -1.82)
H (-0.74, -1.69, 2.96)
C (2.24, -0.18, -2.39)
H (4.01, 2.37, -0.93)
C (1.44, -4.34, -2.92)
P (-0.77, -2.37, 0.04)
C (1.55, 0.93, -2.95)
H (-2.33, -3.68, 1.30)
H (4.32, -2.44, -2.25)
H (-1.78, -0.36, -3.27)
H (0.39, -4.33, -3.22)
C (-0.25, 0.38, 4.99)
H (-0.08, 5.23, 0.54)
H (3.10, -0.13, -1.73)
C (1.04, 2.72, -0.56)
C (3.76, -2.94, -1.45)
H (-1.75, 3.37, 3.23)
H (-0.17, -1.70, -4.15)
H (-1.42, 2.83, -2.52)
H (3.98, -2.43, -0.50)
H (1.59, 2.00, 0.08)
H (1.60, -1.96, 0.41)
H (4.31, 2.09, -2.67)
H (-3.50, -2.79, -0.15)
C (-2.80, -0.21, -2.76)
H (1.64, 4.87, -3.25)
Pt (-0.80, 0.05, 0.36)
H (-1.34, 5.22, -2.78)
Cl (-3.07, 0.15, 0.44)
H (1.20, -3.67, 0.41)
C (0.36, 0.07, 1.72)
C (-3.18, -3.53, -0.91)
C (-0.38, 4.67, 1.43)
H (-0.94, 5.36, 2.07)
H (-3.24, -1.07, -2.21)
H (-1.60, 5.55, -1.08)
C (-1.63, -3.58, -1.11)
C (-1.51, 2.67, 2.42)
C (1.02, -2.74, -0.13)
H (-0.04, -5.12, -0.92)
P (-0.73, 2.39, -0.29)
H (0.33, 3.79, -3.81)
C (0.52, -1.00, -3.68)
C (-1.62, 3.40, -1.59)
H (-2.26, 3.87, 0.80)
C (-1.12, 4.85, -1.77)
C (-1.67, -2.24, 2.73)
H (-1.60, -5.63, -0.22)
C (-0.45, -4.34, 2.12)
H (-3.55, -4.54, -0.65)
H (-1.98, -2.79, 3.64)

---

No. 2
ORCA calculation (ωB97M-V with the def2-TZVPD basis set) on a cluster of 6 separate species, C6H13Cl10NO2 in total.

Properties
- Total energy: -5043.445818 Ha
- Orbital gap: 10.91 eV
- SMILES: C[N+](=O)[O-].ClCCl.ClCCl.ClCCl.ClCCl.ClCCl
- Maximum force: 1.13 eV Å⁻¹
- LUMO level: 0.285 eV
- ΔE to the lowest compared entry with this formula, charge and spin: 33.4 kJ/mol
- HOMO energy: -10.630 eV

Atoms and positions in Å:
C (-3.45, -0.92, -2.92)
H (3.28, -5.13, 0.72)
Cl (2.98, 4.04, 3.02)
Cl (1.93, -1.45, 3.75)
Cl (-2.23, 2.07, -0.98)
Cl (1.25, -6.21, 0.38)
H (1.97, -4.75, 1.99)
H (-4.18, -1.69, -3.10)
N (-2.68, -0.74, -4.18)
Cl (-0.95, -1.59, 3.39)
H (-0.47, 2.23, -2.53)
Cl (-2.23, 3.46, -3.49)
Cl (3.11, 6.03, 0.89)
O (-1.54, -0.38, -4.09)
C (1.11, -0.15, 0.06)
H (1.27, -0.54, 1.06)
H (1.37, 5.74, 2.37)
H (0.26, -1.34, 5.38)
Cl (-0.45, -0.67, -0.61)
H (-2.72, -1.10, -2.13)
C (0.38, -1.93, 4.47)
Cl (1.22, 1.63, 0.11)
C (2.26, -4.86, 0.95)
H (1.42, 4.31, 1.38)
C (2.05, 5.05, 1.88)
Cl (1.99, -3.41, -0.03)
H (-0.77, 3.79, -1.70)
H (-3.98, 0.02, -2.75)
H (0.39, -2.99, 4.68)
C (-1.22, 2.91, -2.15)
H (1.88, -0.52, -0.61)
O (-3.27, -0.90, -5.22)

---

No. 3
ORCA calculation (ωB97M-V with the def2-TZVPD basis set) on a structure of composition C4H8S4.

Properties
- Total energy: -1749.746480 Ha
- Multiplicity: 3
- Orbital gap (spin up / spin down): 6.21 / 6.98 eV
- Maximum force: 5.10 eV Å⁻¹
- LUMO level (spin up / spin down): -0.215 / -1.520 eV
- ΔE to the lowest compared entry with this formula, charge and spin: 91.7 kJ/mol
- HOMO energy (spin up / spin down): -6.428 / -8.504 eV

Atoms and positions in Å:
H (2.01, -2.10, -0.87)
H (-2.56, 1.45, 0.11)
C (2.23, -1.11, -0.98)
H (1.17, 0.57, -1.95)
S (-1.15, -1.49, 1.44)
H (2.97, -0.98, -1.70)
S (-0.33, 0.56, 3.37)
C (-0.32, -0.17, 1.89)
C (-1.69, 1.44, -0.41)
H (-1.68, 2.34, -0.81)
S (-1.73, 0.18, -1.76)
H (-0.88, 1.13, 0.17)
H (-1.54, 0.22, 4.00)
S (-0.35, -1.17, -1.06)
C (1.10, -0.31, -1.42)
H (2.73, -0.57, -0.03)

---

No. 4
ORCA calculation (ωB97M-V with the def2-TZVPD basis set) on a structure of composition C31H88BF3HgNO13S.

Properties
- Total energy: -3142.509963 Ha
- Total charge: +1
- Orbital gap: 6.86 eV
- Maximum force: 3.11 eV Å⁻¹
- LUMO level: -4.252 eV
- ΔE to the lowest compared entry with this formula, charge and spin: 153.2 kJ/mol
- HOMO energy: -11.114 eV

Atoms and positions in Å:
H (-2.17, -7.09, -2.60)
F (-0.28, -1.19, -1.40)
H (-3.00, -0.82, 4.56)
O (-0.24, 0.60, 1.94)
S (-0.71, 0.51, 0.56)
H (1.23, -3.88, 4.34)
H (2.92, -0.98, 5.92)
H (-1.65, 0.06, 5.46)
C (-2.56, 3.68, 2.02)
H (-4.71, -0.05, 2.35)
H (1.76, -1.73, 3.17)
H (0.14, 6.05, -3.57)
H (1.93, 4.08, 1.92)
H (4.08, -2.72, 2.79)
C (-6.51, 0.77, -0.39)
O (-2.12, 0.23, 0.49)
H (3.29, 4.17, 3.04)
H (1.54, -2.77, -5.27)
H (-2.82, 2.67, 1.72)
H (2.01, -0.82, -3.78)
O (3.54, -2.24, 2.15)
C (1.21, -1.76, -5.51)
H (4.05, 3.69, -1.63)
H (-0.68, -5.51, -3.78)
H (-0.45, 3.24, 1.72)
H (3.47, -4.76, 0.78)
H (4.87, 3.95, -3.12)
H (0.33, 5.15, 3.10)
C (-6.05, 3.02, 0.77)
C (4.16, 1.91, -2.77)
H (3.31, -2.49, 5.02)
O (0.90, 3.12, -2.06)
C (-2.73, -1.64, -3.43)
H (-2.16, 0.65, 3.84)
C (-3.79, -1.41, -2.29)
H (4.47, 0.79, -0.96)
H (0.40, 6.16, -0.74)
F (-0.05, -2.08, 0.55)
C (-0.02, -1.87, -6.41)
H (-1.23, 5.71, 3.41)
H (-4.79, -0.20, -3.34)
H (4.54, 1.56, 3.14)
H (-7.57, 0.81, -0.17)
O (2.23, -1.16, -6.32)
H (5.78, -3.25, -0.10)
H (4.86, 1.31, -3.36)
H (-1.32, -0.98, 3.94)
C (-0.39, -5.97, -2.83)
H (0.52, 4.42, -4.29)
H (-3.00, -2.52, -4.00)
H (-4.72, -2.53, -0.80)
H (0.13, -2.63, -7.17)
O (2.06, 2.01, 3.66)
C (0.58, -5.06, -2.08)
H (-0.25, -7.89, -3.09)
O (-1.01, 3.07, 3.71)
H (3.73, 0.22, 2.41)
H (2.48, -2.50, 6.63)
H (2.04, -3.80, 0.71)
H (-2.62, -0.74, -4.04)
H (6.01, -2.05, 1.19)
H (5.74, 3.06, -1.86)
H (3.24, 0.09, -2.03)
H (0.27, -3.63, 5.86)
C (5.47, -2.96, 0.91)
H (-3.27, 4.06, 2.76)
H (0.43, -1.33, -3.53)
H (0.70, -1.21, 5.80)
H (-5.68, 3.56, -0.11)
C (1.04, -0.85, -4.29)
C (0.56, -3.22, 4.90)
C (3.07, -3.83, 0.38)
H (-0.29, -0.92, -6.89)
C (2.59, -2.00, 5.67)
C (0.93, 5.22, -0.91)
H (5.77, -3.72, 1.63)
C (-1.63, -6.35, -2.02)
H (-3.34, -0.54, 1.53)
H (3.83, -1.81, 0.23)
H (2.21, -0.23, -6.07)
H (-3.05, -3.11, -1.27)
C (3.64, 1.03, -1.64)
H (3.13, -3.85, -0.71)
H (-6.20, -0.28, -0.42)
B (-2.03, -0.28, 4.45)
H (0.02, -4.15, -1.83)
C (4.76, 3.22, -2.32)
O (-0.30, 1.65, -0.28)
H (4.45, 1.46, 1.38)
H (-5.58, 3.45, 1.65)
H (-3.43, -0.74, 3.22)
C (-1.11, 3.72, 2.44)
H (-3.39, -0.71, -1.56)
H (1.74, 5.47, -3.60)
O (0.35, -7.14, -3.16)
H (2.00, 5.39, -1.05)
C (2.89, 3.64, 2.18)
O (1.25, -1.17, 3.77)
H (2.41, 2.74, -3.16)
O (-6.10, 0.95, 1.92)
H (0.45, 2.70, -1.31)
H (-4.66, 1.44, 0.52)
N (-3.95, -0.74, 2.33)
C (0.47, 4.46, -2.16)
H (-4.42, -3.49, -2.31)
O (-5.02, -1.01, -2.87)
F (1.51, -0.80, -0.26)
H (-1.44, -6.87, -1.08)
H (0.78, 4.59, -0.04)
H (-7.04, 1.10, 2.08)
C (-4.03, -2.76, -1.61)
H (-2.32, -5.52, -1.84)
C (-0.67, 5.17, 2.65)
H (-1.73, -1.81, -3.02)
O (3.09, 2.26, -3.65)
C (3.99, -2.68, 0.87)
H (1.95, 1.85, 1.59)
C (0.22, -1.00, -0.18)
H (0.66, 0.14, -4.56)
Hg (0.07, 0.93, 4.16)
H (-0.90, -2.22, -5.87)
H (-4.31, -1.67, 2.17)
H (0.87, -5.49, -1.13)
H (1.49, -4.80, -2.62)
C (2.65, 2.16, 2.36)
H (-0.62, 4.34, -2.08)
H (-1.30, 3.68, 4.39)
H (-0.38, -3.08, 4.36)
H (3.57, 3.79, 1.33)
H (-0.61, 5.79, 1.76)
H (-7.14, 3.06, 0.82)
H (-6.32, 1.15, -1.39)
C (3.89, 1.29, 2.30)
H (2.87, 1.57, -1.09)
C (-5.74, 1.52, 0.71)
H (2.74, 2.19, 4.32)
C (1.20, -1.82, 5.04)
H (-2.69, 4.28, 1.12)
C (0.71, 5.12, -3.48)

---

No. 5
ORCA calculation (ωB97M-V with the def2-TZVPD basis set) on a structure of composition C32H47AgAsN3OSb.

Properties
- Total energy: -4110.018970 Ha
- Total charge: -1
- Orbital gap: 4.25 eV
- Maximum force: 0.10 eV Å⁻¹
- LUMO level: 2.265 eV
- ΔE to the lowest compared entry with this formula, charge and spin: 25.3 kJ/mol
- HOMO energy: -1.987 eV

Atoms and positions in Å:
H (2.86, -3.30, 0.25)
H (0.76, -5.89, -4.33)
H (-5.18, 4.08, -2.43)
H (6.99, 3.81, 1.01)
Ag (0.84, -0.17, -1.55)
H (-0.84, 2.39, 1.68)
H (4.56, -3.95, -1.24)
C (-4.33, 0.16, 1.93)
H (3.33, 3.96, 3.23)
C (4.45, -3.98, -2.32)
C (5.20, 3.94, 2.22)
C (5.91, 3.71, 1.04)
N (-1.69, -4.44, 0.86)
H (2.22, -4.91, -4.31)
H (-6.25, -0.20, 1.02)
C (-5.20, 0.04, 0.86)
C (-1.19, 4.83, 4.01)
H (2.55, 0.12, 0.62)
H (1.14, -3.14, 0.53)
H (1.93, 5.44, 2.85)
C (5.18, 3.35, -0.08)
C (-4.96, 3.03, -2.26)
H (4.01, -4.95, -2.58)
H (0.12, -3.51, -3.99)
H (3.94, 0.40, -0.11)
H (0.81, -5.45, -0.59)
C (3.82, 3.82, 2.27)
C (1.10, 2.41, 0.16)
N (-3.22, -2.80, 0.27)
H (-2.44, 4.72, -1.21)
H (-1.91, 5.22, 4.72)
H (-5.57, 2.43, -2.94)
C (0.71, 3.79, 2.15)
C (0.57, -4.07, -3.17)
H (-5.08, -2.70, 1.15)
H (-1.30, 3.38, -0.93)
C (1.74, -5.13, -0.12)
H (-4.70, 0.02, 2.95)
H (3.94, -0.41, 1.29)
H (-4.35, -4.31, 1.18)
H (-1.50, 0.93, 0.23)
C (-1.50, 3.73, 3.21)
H (-5.20, 2.77, -1.23)
C (3.05, 3.47, 1.14)
C (1.89, -3.62, -0.11)
H (5.69, 3.16, -1.02)
C (-2.35, 3.64, -1.06)
C (-2.91, 0.84, -2.06)
C (-2.54, 0.67, 0.41)
C (3.80, 3.22, -0.04)
C (1.38, -5.24, -3.70)
H (5.74, 4.20, 3.13)
H (-2.90, 3.35, -0.17)
C (3.60, -2.82, -2.82)
H (0.32, 6.28, 4.46)
As (-3.05, 2.74, -2.65)
H (2.55, -5.62, -0.65)
H (-2.47, 3.26, 3.28)
H (-5.42, 0.14, -1.28)
H (-3.45, 0.26, -2.80)
H (-3.35, -1.88, -0.13)
H (-0.26, -4.40, -2.54)
C (1.62, 3.26, 1.16)
H (-2.14, -4.55, 1.75)
C (-4.15, -3.24, 1.28)
H (3.47, -2.86, -3.91)
H (4.10, -1.87, -2.61)
C (-1.98, -3.32, 0.10)
H (1.75, -5.53, 0.90)
C (0.99, 4.92, 2.96)
H (-1.85, 0.60, -2.15)
C (0.68, 1.69, -0.75)
C (-3.40, 0.57, -0.68)
H (3.26, 2.94, -0.93)
Sb (1.63, -2.61, -1.99)
C (0.06, 5.41, 3.87)
C (-0.58, 3.23, 2.31)
C (-4.74, 0.23, -0.44)
N (3.45, -0.33, 0.40)
H (-2.31, 0.58, 2.53)
C (-3.00, 0.47, 1.70)
H (1.78, -5.86, -2.89)
H (5.45, -3.95, -2.75)
O (-1.17, -2.88, -0.71)
H (-3.80, -3.04, 2.30)
H (-0.71, -4.68, 0.85)

---

No. 6
ORCA calculation (ωB97M-V with the def2-TZVPD basis set) on a structure of composition C6H9N.

Properties
- Total energy: -288.575505 Ha
- Orbital gap: 9.36 eV
- Maximum force: 0.54 eV Å⁻¹
- LUMO level: 0.891 eV
- ΔE to the lowest compared entry with this formula, charge and spin: 542.3 kJ/mol
- HOMO energy: -8.469 eV

Atoms and positions in Å:
C (0.82, -0.52, 0.41)
H (3.22, 1.30, 1.55)
H (-0.61, 1.23, -1.81)
C (1.64, -0.05, 1.15)
C (-0.22, -1.02, -0.50)
N (-2.37, -0.27, -1.61)
C (-1.40, 1.29, -1.01)
H (-3.33, -0.11, -1.33)
H (-0.53, -2.03, -0.21)
H (-2.18, 0.32, -2.43)
H (-1.99, -0.19, 0.44)
H (2.19, 0.95, 2.94)
H (0.17, -1.08, -1.52)
C (2.65, 0.51, 2.05)
C (-1.42, -0.08, -0.48)
H (3.35, -0.26, 2.38)

---

Question: Which value of total energy does entry 2 give?
Answer: -5043.445818 Ha